# 1
DFT (the ωB97M-V functional and the def2-TZVPD basis) results for 14 unconnected molecules or ions with the total composition C54H146N10O17 in a non-equilibrium geometry.

molecular weight = 1207.8 u
maximum force = 3.0 eV Å⁻¹
highest occupied orbital energy = -8.3 eV
energy above the lowest of the compared OMol25 structures with the same formula, charge and spin = 0.0 kJ/mol

Positions of all 227 atoms, in Å:
C  0.38542  1.94338  2.33432
C  0.04371  0.46914  2.17422
C  0.77509  -0.28927  1.03079
O  0.26615  -1.57345  0.79935
C  0.53180  -2.09796  -0.48838
N  0.25356  -0.18544  3.47064
H  0.68647  2.38081  1.38089
H  1.18016  2.09667  3.06606
H  -0.48252  2.49362  2.69662
H  -1.02558  0.40539  1.92967
H  1.84616  -0.27967  1.26301
H  0.55627  0.38228  0.19027
H  0.03256  -1.47924  -1.24888
H  0.05462  -3.06952  -0.61373
H  1.58589  -2.09484  -0.77666
H  -0.22561  0.21385  4.27210
H  -0.08260  -1.14139  3.45656
C  -3.09517  4.31235  3.61422
C  -2.96211  5.66833  2.93392
C  -4.12224  6.64785  3.13502
O  -3.94280  7.83700  2.42415
C  -3.93668  7.79581  0.99422
N  -1.68181  6.24345  3.38371
H  -2.16554  3.75065  3.60531
H  -3.85802  3.65469  3.18045
H  -3.51289  4.35620  4.62729
H  -2.82204  5.47095  1.86414
H  -4.16738  6.97293  4.18078
H  -5.10503  6.17278  3.00614
H  -3.00694  7.42380  0.56398
H  -4.14149  8.82968  0.72696
H  -4.79499  7.17664  0.71308
H  -1.81019  6.40487  4.38495
H  -1.65936  7.20697  3.03813
C  -3.05250  0.06182  -0.12533
C  -4.15258  1.09365  -0.03439
C  -5.46247  0.43985  0.42810
O  -6.46300  1.31974  0.89871
C  -6.76605  2.41940  0.05064
N  -3.73824  2.06525  1.00018
H  -3.23373  -0.75042  -0.83821
H  -2.85586  -0.49340  0.79932
H  -2.06529  0.42403  -0.42391
H  -4.17626  1.54732  -1.02684
H  -5.39859  -0.40170  1.11441
H  -5.87630  0.01634  -0.50581
H  -6.91228  3.39381  0.51003
H  -7.74466  2.18337  -0.38752
H  -6.13671  2.47387  -0.83856
H  -4.54103  2.21990  1.61882
H  -3.19454  1.59700  1.72988
C  1.47908  -0.38585  -3.14475
C  2.80380  -0.06683  -3.89525
C  2.94858  -0.78891  -5.23752
O  3.46340  -2.08631  -4.98062
C  3.34844  -2.89895  -6.11485
N  2.77742  1.37466  -4.19501
H  1.21452  -1.42649  -3.37893
H  0.68914  0.34206  -3.29662
H  1.63738  -0.46418  -2.06402
H  3.61829  -0.36077  -3.23231
H  3.60260  -0.20244  -5.88525
H  1.94448  -0.81554  -5.67653
H  3.84728  -2.46333  -6.99500
H  2.37048  -3.24706  -6.45592
H  3.99197  -3.78116  -6.03080
H  1.97553  1.64400  -4.76583
H  2.50122  1.91197  -3.35715
C  -1.04278  5.38513  -2.16478
C  -2.04623  4.96940  -1.07770
C  -3.42101  4.61746  -1.67876
O  -4.07150  5.80650  -1.98603
C  -5.34274  5.65935  -2.59149
N  -1.55489  3.78207  -0.36974
H  -0.18264  5.94934  -1.80409
H  -1.51498  6.03481  -2.90424
H  -0.72956  4.44620  -2.62149
H  -2.27635  5.69488  -0.28689
H  -3.94348  4.02743  -0.91583
H  -3.15339  3.96762  -2.52568
H  -6.04013  5.34934  -1.80532
H  -5.29876  4.91431  -3.39206
H  -5.61152  6.62484  -3.01379
H  -0.83862  3.98042  0.32147
H  -2.32184  3.34391  0.14642
C  -1.39977  -7.45694  0.18966
C  -1.84654  -6.37791  -0.78715
C  -2.77790  -5.40718  -0.10134
O  -3.10617  -4.31270  -0.98084
C  -4.13590  -3.52367  -0.45288
N  -0.67985  -5.64671  -1.21095
H  -0.66344  -8.14952  -0.22732
H  -2.29706  -8.01769  0.45839
H  -0.83085  -7.09671  1.04876
H  -2.38737  -6.78031  -1.65555
H  -2.29438  -4.94802  0.76834
H  -3.71781  -5.85750  0.23594
H  -4.20217  -2.60231  -1.03568
H  -3.99573  -3.21866  0.58981
H  -5.09625  -4.04181  -0.55362
H  -0.80286  -4.96907  -1.94515
H  0.17616  -6.16390  -1.37480
C  -4.29836  -1.47737  4.24396
C  -3.23592  -1.58979  5.31402
C  -3.76186  -1.39213  6.74976
O  -4.28563  -0.09961  7.01003
C  -3.42612  0.97742  6.68667
N  -2.51513  -2.86863  5.22009
H  -3.71707  -1.41081  3.31921
H  -4.90251  -0.57638  4.38731
H  -5.07347  -2.24100  4.16163
H  -2.51270  -0.80123  5.08002
H  -2.90064  -1.54159  7.41524
H  -4.48290  -2.16231  7.01306
H  -2.45609  0.86329  7.18877
H  -3.92630  1.89439  6.97725
H  -3.14498  0.95014  5.63025
H  -2.22709  -3.01653  4.25810
H  -1.66601  -2.86653  5.77299
C  2.71033  2.04368  -0.36953
O  2.20008  2.45967  -1.63033
C  1.82934  3.84778  -1.60298
C  2.85599  4.85219  -1.09643
N  3.73320  5.35926  -2.13410
C  4.78332  4.38045  -2.46581
C  5.85340  5.04672  -3.29761
O  6.78538  5.71895  -2.47763
C  7.89254  6.19909  -3.22871
H  2.56131  0.95904  -0.35258
H  2.12382  2.47411  0.44399
H  3.79375  2.16707  -0.32472
H  0.89585  3.81374  -1.02108
H  1.41882  4.13941  -2.57277
H  3.27556  4.65796  -0.09996
H  2.20467  5.65651  -0.72342
H  4.34207  6.13065  -1.87078
H  4.38720  3.46543  -2.91257
H  5.31336  4.03839  -1.56103
H  5.41848  5.75751  -4.01988
H  6.37116  4.37146  -3.99393
H  7.52866  6.88426  -3.99904
H  8.46768  5.40511  -3.71144
H  8.50800  6.70326  -2.48795
C  4.57532  -1.63545  1.08945
O  4.06663  -2.64717  0.24986
C  4.14354  -2.21838  -1.09007
C  3.71464  -3.28587  -2.10597
N  4.40467  -4.51727  -1.67196
C  3.76409  -5.72663  -2.16806
C  3.21860  -6.67329  -1.10635
O  2.00649  -6.25454  -0.46830
C  2.14976  -5.44615  0.70607
H  3.92347  -0.76169  1.00093
H  5.60699  -1.33133  0.88059
H  4.58912  -1.91892  2.13958
H  5.18046  -2.01522  -1.37871
H  3.50046  -1.32939  -1.14304
H  4.05301  -2.86471  -3.05284
H  2.64674  -3.41225  -2.31357
H  4.33280  -4.50802  -0.66230
H  4.47147  -6.35217  -2.73229
H  2.99629  -5.54542  -2.92364
H  3.96144  -6.88536  -0.32977
H  2.93223  -7.61113  -1.58574
H  2.54194  -4.48790  0.36995
H  2.80995  -5.92283  1.43788
H  1.16818  -5.39954  1.17266
C  -2.63497  -6.69898  -8.77055
O  -1.64530  -6.66860  -7.74896
C  -0.29481  -6.89372  -8.07932
C  0.53056  -6.80321  -6.83478
N  0.39507  -5.51476  -6.16456
C  0.69435  -5.56130  -4.75307
C  0.47440  -4.27264  -3.98768
O  -0.93770  -4.15576  -3.99520
C  -1.44210  -2.99820  -3.32562
H  -2.55702  -5.69951  -9.21797
H  -3.59750  -6.86654  -8.30540
H  -2.41670  -7.34631  -9.62436
H  0.01372  -6.21814  -8.88697
H  -0.20758  -7.91998  -8.46188
H  1.58664  -6.93788  -7.09383
H  0.31187  -7.65851  -6.18181
H  -0.53688  -5.15647  -6.34031
H  1.76233  -5.81366  -4.72624
H  0.14589  -6.34295  -4.20980
H  0.87146  -3.35871  -4.45807
H  0.84627  -4.18814  -2.95750
H  -0.84910  -2.89947  -2.40995
H  -2.48469  -3.10919  -3.05449
H  -1.27354  -2.09375  -3.91497
C  0.55804  -5.08466  3.69785
C  0.61396  -3.66008  3.18071
O  -0.65437  -3.17399  2.72642
H  -0.06038  -5.18019  4.59225
H  1.61454  -5.31433  3.84733
H  0.08362  -5.81942  3.04313
H  1.34896  -3.54249  2.38123
H  0.87619  -3.01827  4.02646
H  -0.58749  -2.68457  1.87773
C  5.33347  1.14326  4.17043
C  3.86348  0.84413  4.39340
O  3.35604  -0.02936  3.39651
H  5.57982  2.08045  4.66692
H  5.49458  1.31447  3.10500
H  5.91904  0.28061  4.48711
H  3.33292  1.79039  4.21054
H  3.64346  0.60148  5.43736
H  2.41504  0.12445  3.24666
C  2.34793  6.22001  2.86738
C  1.54730  4.96980  2.49719
O  0.41444  5.24680  1.71952
H  2.03668  6.73092  3.77858
H  2.22805  6.89050  2.01455
H  3.39133  5.93388  3.01457
H  1.35301  4.41162  3.42472
H  2.18907  4.29674  1.92282
H  -0.31207  5.63935  2.24388
C  -0.59694  3.04313  6.29784
C  0.36587  1.95663  6.70613
O  -0.29220  0.67776  6.73254
H  -0.16759  4.02606  6.49629
H  -1.44187  2.94557  6.98500
H  -0.94832  2.99333  5.27026
H  0.78714  2.17157  7.69458
H  1.21687  1.82935  6.02470
H  0.32415  0.12271  7.22118


# 2
DFT (the ωB97M-V functional and the def2-TZVPD basis) results for 17 unconnected molecules or ions with the total composition C54H153N11O21 in a non-equilibrium geometry.

molecular weight = 1292.9 u
maximum force = 4.7 eV Å⁻¹
highest occupied orbital energy = -8.6 eV

Positions of all 239 atoms, in Å:
C  1.38465  3.40665  4.45953
C  1.22350  2.31140  5.63132
O  0.62418  3.13210  6.65411
O  0.13953  3.62172  3.81859
H  1.97519  3.03885  3.62043
H  1.80095  4.32359  4.87665
H  2.20032  1.86676  5.82164
H  0.56340  1.62138  5.10573
H  -0.20204  3.42636  6.26377
H  0.36145  3.70255  2.88810
C  -2.23466  3.49563  0.93905
C  -1.48456  4.87746  1.16065
O  -0.13269  4.83173  0.69157
O  -3.66757  3.45627  1.20896
H  -1.77725  2.69441  1.51951
H  -2.23537  3.35110  -0.14132
H  -1.54796  5.21609  2.19477
H  -1.99096  5.55381  0.47200
H  -0.03372  4.95162  -0.25576
H  -3.84380  3.47015  2.15253
C  0.24132  0.23780  0.48590
C  -0.93060  -0.16240  1.43703
O  -1.26328  -1.50043  1.02324
O  -0.21402  0.52216  -0.80882
H  1.01653  -0.52371  0.40079
H  0.66382  1.14451  0.91890
H  -1.80230  0.49200  1.43904
H  -0.57271  -0.35094  2.44919
H  -1.11314  -1.58035  0.07843
H  -0.46080  -0.29126  -1.25496
C  4.63941  0.41588  3.47733
C  4.51447  0.76239  2.03706
O  3.16935  0.58451  1.76837
O  4.27784  -0.97083  3.74535
H  3.98064  1.13648  3.96194
H  5.66541  0.61468  3.78700
H  5.21513  0.12718  1.49513
H  4.91848  1.74308  1.78583
H  2.88559  -0.33114  1.82006
H  5.01294  -1.52053  3.46418
C  0.29281  -3.35126  -1.93503
O  -0.52208  -2.26952  -1.60033
H  -0.23993  -4.29366  -2.06219
H  1.00399  -3.12933  -2.73069
H  0.98947  -3.39637  -1.09794
H  -1.03353  -2.12246  -2.39932
C  0.85523  -0.70084  6.95871
O  -0.29327  0.12146  7.43937
H  1.46139  -0.88913  7.84484
H  0.62449  -1.62023  6.42061
H  1.62202  -0.15727  6.40675
H  -0.06192  0.82950  8.04498
C  0.30823  -6.60731  8.24181
C  1.22313  -5.83672  7.28465
C  0.54746  -4.82062  6.46022
O  1.52003  -4.50489  5.40995
C  0.94802  -3.88182  4.32327
N  2.23717  -5.19317  8.10541
H  0.76288  -7.37300  8.87038
H  -0.59053  -7.01383  7.77806
H  -0.08544  -5.98073  9.04214
H  1.76166  -6.60467  6.72936
H  0.10030  -3.92838  6.89846
H  -0.21217  -5.46270  6.01436
H  0.26708  -4.49718  3.73528
H  1.70032  -3.58541  3.59232
H  0.37633  -3.03396  4.70064
H  1.68740  -4.47084  8.54822
H  2.73029  -4.60310  7.45061
C  -6.54306  -5.75300  3.10527
C  -6.12281  -4.42813  2.39139
C  -4.58004  -4.08718  2.43476
O  -4.15530  -3.80159  3.78076
C  -2.79248  -3.48535  3.86439
N  -6.44659  -4.52557  0.96436
H  -6.34538  -5.82227  4.17495
H  -6.07507  -6.53228  2.50376
H  -7.60312  -5.98031  2.99255
H  -6.59520  -3.63175  2.96647
H  -4.30710  -3.26052  1.77883
H  -3.95257  -4.86703  2.00325
H  -2.58913  -3.06624  4.84984
H  -2.48437  -2.69043  3.18522
H  -2.19353  -4.30705  3.47174
H  -7.45399  -4.59556  0.98323
H  -6.32452  -3.66123  0.45633
C  -4.95486  5.44934  -5.82575
C  -5.15281  6.41519  -4.60575
C  -4.56586  6.01613  -3.22833
O  -5.09368  4.72715  -2.85141
C  -4.54688  4.31834  -1.65890
N  -4.57317  7.69299  -5.01267
H  -5.27096  4.44069  -5.55966
H  -4.02205  5.59187  -6.37133
H  -5.72596  5.72992  -6.54323
H  -6.23567  6.52918  -4.55542
H  -4.66678  6.78887  -2.46623
H  -3.51592  5.97585  -3.51836
H  -3.58732  3.80131  -1.65755
H  -5.18241  3.60463  -1.13466
H  -4.43054  5.14962  -0.96352
H  -4.72890  8.43347  -4.34369
H  -5.17758  7.96751  -5.77386
C  4.61121  6.47165  -2.98886
C  3.48573  6.99152  -2.11025
C  3.14816  5.91571  -0.98494
O  2.68865  4.71899  -1.66619
C  2.42965  3.54223  -0.91276
N  3.96727  8.28602  -1.50367
H  5.51900  6.65344  -2.41355
H  4.65931  6.94190  -3.97102
H  4.57497  5.38846  -3.10507
H  2.59705  7.16254  -2.71778
H  2.26064  6.36803  -0.54243
H  3.98921  5.68740  -0.33026
H  2.54289  2.62979  -1.49817
H  1.39210  3.65012  -0.59659
H  3.04507  3.39875  -0.02463
H  4.72645  8.62228  -2.07870
H  4.61291  8.06680  -0.75856
C  -4.88868  0.74131  3.53680
C  -3.58003  1.01963  4.34500
C  -3.58045  2.17691  5.31200
O  -3.79677  3.32503  4.48811
C  -3.30155  4.52108  5.06845
N  -3.21708  -0.18002  5.01170
H  -4.78256  -0.06618  2.81238
H  -5.23872  1.53091  2.87188
H  -5.77246  0.59399  4.15755
H  -2.74464  1.08148  3.64758
H  -2.63192  2.08993  5.84195
H  -4.49574  2.13166  5.90216
H  -2.31164  4.29265  5.46342
H  -3.92118  5.07957  5.77004
H  -3.01405  5.09958  4.19050
H  -3.00244  -0.89884  4.33545
H  -2.37785  -0.00695  5.54633
C  1.43147  -2.21018  -6.85963
C  0.83348  -0.92389  -6.26003
C  0.39915  -0.97383  -4.80312
O  -0.80065  -1.68229  -4.47308
C  -1.94022  -0.98224  -5.08954
N  1.78282  0.13064  -6.61066
H  1.35451  -2.28341  -7.94445
H  0.87127  -3.07832  -6.51236
H  2.50083  -2.34724  -6.69905
H  -0.09025  -0.78898  -6.82274
H  0.45552  0.06010  -4.46269
H  1.12161  -1.50934  -4.18720
H  -2.09143  -1.30791  -6.11870
H  -1.75140  0.08367  -5.21719
H  -2.79884  -1.15230  -4.43998
H  1.55277  0.96582  -6.09137
H  1.73987  0.29633  -7.60604
C  -4.22062  -0.88805  -0.48844
C  -4.88357  -1.92715  -1.49224
C  -4.01395  -3.11891  -1.75339
O  -4.34047  -3.50920  -3.04265
C  -3.72630  -4.57065  -3.64095
N  -6.15304  -2.31616  -0.93106
H  -3.41802  -0.22950  -0.82051
H  -3.75936  -1.42595  0.33981
H  -4.98397  -0.21560  -0.09702
H  -5.11842  -1.46080  -2.44903
H  -4.07236  -3.75262  -0.86847
H  -2.96085  -2.85557  -1.85214
H  -4.24759  -5.38851  -3.14349
H  -2.66506  -4.71444  -3.43801
H  -3.92369  -4.63142  -4.71121
H  -6.55270  -1.41630  -0.70602
H  -6.67148  -2.62104  -1.74246
C  2.40857  -5.51462  0.75549
C  1.54394  -6.61657  1.17761
C  0.64438  -7.14713  0.02602
O  -0.16672  -6.12234  -0.45615
C  -1.31789  -6.47436  -1.17620
N  2.38167  -7.65941  1.83694
H  2.82614  -5.68906  -0.23612
H  3.27695  -5.39193  1.40276
H  1.76396  -4.63593  0.73340
H  0.73238  -6.28252  1.82405
H  0.05258  -8.03599  0.24464
H  1.28494  -7.35177  -0.83184
H  -2.03738  -5.65871  -1.10434
H  -1.77828  -7.39481  -0.81717
H  -1.14064  -6.68023  -2.23181
H  3.17274  -7.79198  1.22315
H  2.80387  -7.20927  2.63644
C  6.91273  -0.23850  -5.34112
C  7.29479  0.02321  -3.84603
C  6.05970  0.58899  -3.04599
O  6.49322  1.24997  -1.84716
C  5.51700  2.21202  -1.36018
N  7.81694  -1.18772  -3.10477
H  7.66947  -0.73045  -5.95220
H  6.87112  0.76837  -5.75654
H  5.89022  -0.59398  -5.46841
H  8.10934  0.73971  -3.95200
H  5.26986  -0.10903  -2.76846
H  5.64473  1.35959  -3.69566
H  5.82209  2.66714  -0.41790
H  4.61576  1.63866  -1.14309
H  5.36691  3.01993  -2.07631
H  8.02052  -0.89691  -2.15922
H  8.67521  -1.56700  -3.47845
C  -1.09585  7.72230  -1.83599
C  -0.91327  6.35193  -2.51572
C  -0.60373  6.38637  -4.05205
O  -0.05574  5.07144  -4.51726
C  -1.12983  4.24780  -4.87716
N  -0.04213  5.52672  -1.82047
H  -1.57156  8.49674  -2.43770
H  -0.11377  8.00809  -1.45922
H  -1.70238  7.50046  -0.95792
H  -1.87056  5.87088  -2.31506
H  0.17960  7.13371  -4.17847
H  -1.36659  6.86133  -4.66894
H  -0.79662  3.21790  -5.00512
H  -1.66292  4.40716  -5.81445
H  -1.85507  3.98285  -4.10778
H  0.74669  6.15074  -1.72852
H  0.30238  4.81536  -2.44925
C  3.80858  -2.14827  -0.78445
C  4.89152  -3.15331  -1.06679
C  5.15367  -3.62547  -2.53642
O  4.55163  -4.78274  -3.13886
C  3.14474  -4.89239  -3.14110
N  6.06953  -2.54995  -0.53316
H  2.82653  -2.56658  -1.00514
H  3.86560  -1.21085  -1.33770
H  3.90051  -1.91808  0.27699
H  4.74701  -4.03944  -0.44874
H  6.21464  -3.87312  -2.56995
H  5.18307  -2.89578  -3.34561
H  2.69381  -4.06993  -3.69639
H  2.68887  -5.00160  -2.15704
H  2.79843  -5.87280  -3.46817
H  6.42371  -2.02831  -1.32218
H  6.68518  -3.35054  -0.54489